(1)
# C5H8O2

2 unconnected molecules or ions with the total composition C5H8O2 (ωB97M-V/def2-TZVPD, the Open Molecules 2025 dataset).

Net charge ... 0
Spin multiplicity ... 1
Highest occupied orbital energy (spin up / spin down) ... -9.27 / -9.27 eV
Relative energy (zero: lowest compared OMol25 entry of this formula, charge and spin) ... 124.8 kcal per mole
Strongest force on any atom ... 0.0107 hartree/bohr
Lowest unoccupied orbital energy (spin up / spin down) ... -0.574 / -0.574 eV

Positions of all 15 atoms, in Å:
1 C -0.47970 -1.50844 -0.27951
2 C 0.33193 -0.25960 -0.12695
3 C 1.56255 -0.15662 0.37094
4 C -0.65294 0.63056 2.17716
5 O -0.29883 0.93713 -0.51686
6 C -0.59382 1.13827 -1.81107
7 O -0.31814 0.41024 -2.72392
8 H -0.63359 -1.74212 -1.33747
9 H -1.44681 -1.36991 0.21057
10 H 0.03447 -2.34814 0.19595
11 H 2.08441 -1.04120 0.72368
12 H 2.08939 0.79178 0.40149
13 H 0.27533 0.74540 2.78144
14 H -0.82521 1.67685 1.82631
15 H -1.12902 2.09579 -1.89176

Forces on the atoms, in the same order (eV/Å):
C 0.0069 0.0256 -0.0126
C 0.1132 -0.1275 0.1283
C -0.0811 0.0392 0.0428
C 0.2644 0.1940 0.1528
O -0.0263 0.0517 -0.1430
C 0.0637 -0.2490 -0.4012
O -0.1068 0.3111 0.4397
H 0.0173 0.0844 0.1491
H 0.1057 -0.0261 -0.0869
H -0.0586 0.1791 -0.0637
H -0.1852 0.1520 -0.0003
H -0.1508 -0.0919 -0.0309
H -0.1476 -0.0984 -0.0668
H 0.1254 -0.3215 -0.0237
H 0.0600 -0.1228 -0.0837

(2)
# C3H4LiO3Ru

A molecular structure, C3H4LiO3Ru (ωB97M-V/def2-TZVPD, the Open Molecules 2025 dataset).

Net charge ... +2
Spin multiplicity ... 6
Highest occupied orbital energy (spin up / spin down) ... -18.67 / -19.95 eV
⟨S²⟩ ... 8.7574
Relative energy (zero: lowest compared OMol25 entry of this formula, charge and spin) ... 0.0 kcal per mole
Strongest force on any atom ... 0.0992 hartree/bohr
Lowest unoccupied orbital energy (spin up / spin down) ... -10.170 / -12.772 eV

Positions of all 12 atoms, in Å:
1 O -0.53597 -0.71913 0.78309
2 C -1.46876 0.08700 0.31257
3 C 0.88253 -0.45449 0.67032
4 O -2.65761 -0.17668 0.53451
5 O -1.15531 1.14535 -0.36054
6 C 1.44874 -0.49796 -0.70370
7 H 1.36693 -1.03957 1.45912
8 H 1.08040 0.68646 1.08172
9 H 1.18774 -1.41361 -1.25442
10 H 2.53879 -0.35349 -0.63582
11 Ru 0.47126 1.31563 -1.38972
12 Li -3.15876 1.42049 -0.49714

Forces on the atoms, in the same order (eV/Å):
O 0.9008 -0.0194 -0.2363
C -2.8126 -3.3693 2.5971
C -0.8457 3.5453 0.9344
O 1.8782 1.1018 -0.9005
O 0.0755 1.9615 -1.0641
C 0.6562 -1.5289 0.6227
H 0.1691 -0.2736 -0.2934
H -0.4421 -2.0902 -0.4577
H -0.1264 0.4616 -0.3970
H -0.2135 0.2159 -0.3922
Ru 1.6137 0.1236 -0.7118
Li -0.8531 -0.1283 0.2989

(3)
# C19H15BF4IrN3O2S

A molecular structure, C19H15BF4IrN3O2S (ωB97M-V/def2-TZVPD, the Open Molecules 2025 dataset).

Net charge ... +1
Spin multiplicity ... 2
Highest occupied orbital energy (spin up / spin down) ... -11.50 / -11.64 eV
⟨S²⟩ ... 0.9965
Relative energy (zero: lowest compared OMol25 entry of this formula, charge and spin) ... 74.4 kcal per mole
Strongest force on any atom ... 0.0877 hartree/bohr
Lowest unoccupied orbital energy (spin up / spin down) ... -5.367 / -6.007 eV

Positions of all 46 atoms, in Å:
1 Ir -0.04416 0.73940 0.14544
2 O -0.79801 1.00392 -1.88950
3 C -1.23309 0.19189 -2.76476
4 C -1.30380 0.63125 -4.11929
5 C -1.71226 -0.19461 -5.12495
6 C -2.10438 -1.51901 -4.85034
7 C -2.08737 -1.97884 -3.56262
8 C -1.66851 -1.16710 -2.48536
9 C -1.77946 -1.70447 -1.18788
10 N -1.44444 -1.11366 -0.07190
11 N -1.72244 -1.64845 1.07325
12 C -1.41465 -0.93249 2.18273
13 O -0.97877 0.22609 2.10566
14 C -1.61974 -1.64042 3.44045
15 C -2.41569 -2.79429 3.46141
16 C -2.49307 -3.54406 4.61338
17 C -1.78779 -3.14714 5.74563
18 C -1.01885 -1.98671 5.73425
19 C -0.94358 -1.21581 4.59241
20 H -0.99547 1.64757 -4.30766
21 H -1.73923 0.17028 -6.14051
22 H -2.42201 -2.16039 -5.65681
23 H -2.39912 -2.98976 -3.34785
24 H -2.22580 -2.69418 -1.10491
25 H -2.94845 -3.08335 2.56999
26 H -3.08714 -4.44476 4.63079
27 H -1.84392 -3.74465 6.64399
28 H -0.46265 -1.69976 6.61527
29 H -0.33414 -0.32448 4.55289
30 F 0.94894 2.19760 1.65682
31 B 1.94067 1.35317 2.40447
32 F 1.68555 0.08097 1.82446
33 F 3.15337 1.80589 2.01723
34 F 1.67690 1.36505 3.70575
35 S 2.09330 0.11734 -1.13729
36 C 2.69290 1.66114 -1.55118
37 N 2.28386 2.78592 -0.92099
38 C 2.69281 4.01280 -1.28341
39 C 3.57128 4.17541 -2.32398
40 C 4.05927 3.03559 -2.97892
41 C 3.62483 1.79045 -2.59478
42 H 1.68183 2.69772 -0.10057
43 H 2.29450 4.84803 -0.72451
44 H 3.88943 5.16222 -2.61896
45 H 4.76915 3.13629 -3.78579
46 H 3.96939 0.89239 -3.08155

Forces on the atoms, in the same order (eV/Å):
Ir -0.7175 -4.3938 -0.7255
O 0.5954 1.2465 1.8503
C 0.0086 -0.8745 0.0633
C 0.1364 0.1707 -0.0752
C 0.1431 0.4746 0.4122
C -0.1039 -0.5795 0.5374
C -0.1396 -0.1315 -0.8025
C 0.1850 0.3344 0.8598
C -0.3146 -0.3735 -1.4567
N 2.7925 2.8723 1.0596
N -0.8634 -0.9027 -0.5098
C -0.2301 -0.9022 -0.2981
O 0.6818 2.0368 -0.8353
C 0.0525 0.0266 0.2360
C 0.2457 0.1726 -0.0770
C 0.0227 0.0227 0.2326
C -0.0219 0.0910 -0.1001
C -0.0557 -0.0964 0.1283
C -0.0639 -0.0974 -0.3844
H 0.0178 0.0972 -0.0603
H 0.0079 0.0570 -0.0716
H -0.0346 -0.0875 -0.0270
H -0.0516 -0.1055 0.0197
H 0.0220 0.0948 0.2134
H -0.0104 -0.0900 -0.0287
H -0.0765 -0.0424 0.0361
H 0.0340 -0.0351 0.0482
H -0.0335 0.0390 0.0342
H 0.0601 0.0571 0.0102
F -0.7090 0.2910 -1.3093
B 0.2828 -0.5145 -0.4986
F -0.4201 -0.3786 -0.1574
F 0.6526 0.3305 -0.1517
F -0.2900 0.1992 0.8462
S -2.2488 0.4592 1.1979
C 0.1089 0.3717 -0.3281
N 0.1126 -0.3697 -0.1018
C 0.3585 0.5516 -0.4179
C -0.0975 -0.1019 0.1595
C -0.1624 0.0319 0.2947
C -0.1088 0.0836 0.2256
H 0.2364 0.0587 -0.0239
H -0.0179 -0.1084 0.0709
H -0.0308 0.0635 0.0556
H 0.0390 0.0028 -0.0666
H 0.0061 -0.0516 -0.0841

(4)
# C17H33Cl19

9 unconnected molecules or ions with the total composition C17H33Cl19 (ωB97M-V/def2-TZVPD, the Open Molecules 2025 dataset).

Net charge ... 0
Spin multiplicity ... 1
Highest occupied orbital energy ... -10.50 eV
SMILES ... ClC(Cl)Cl.ClCCCl.ClCCCl.ClCCCl.ClCCCl.ClCCCl.ClCCCl.ClCCCl.ClCCCl
Strongest force on any atom ... 0.0231 hartree/bohr
Lowest unoccupied orbital energy ... 0.325 eV

Positions of all 69 atoms, in Å:
1 Cl -1.09802 -5.22172 1.40936
2 C -1.88992 -4.52044 2.80879
3 Cl -1.44439 -2.78167 2.91810
4 Cl -1.60682 -5.36400 4.31099
5 H -2.96085 -4.47187 2.65988
6 Cl 2.68360 -1.43047 1.64612
7 C 2.28529 -3.18217 1.72619
8 C 2.84001 -3.85516 2.95823
9 Cl 1.84638 -3.52377 4.37091
10 H 2.73863 -3.58327 0.81953
11 H 1.21155 -3.28592 1.59821
12 H 3.80097 -3.38713 3.16414
13 H 2.90389 -4.92766 2.80057
14 Cl -6.82096 1.62581 0.71739
15 C -5.31913 1.10949 1.49359
16 C -5.54125 -0.13963 2.32312
17 Cl -4.00117 -0.60951 3.09556
18 H -5.08123 1.87057 2.23747
19 H -4.56863 1.04432 0.71815
20 H -5.85443 -1.00637 1.74160
21 H -6.29071 -0.00070 3.09737
22 Cl 1.30934 0.65598 -1.12733
23 C 0.37685 0.88964 0.37855
24 C -0.61245 -0.21815 0.61494
25 Cl -2.09541 0.03854 -0.29759
26 H -0.09397 1.86933 0.34435
27 H 1.12923 0.95892 1.15801
28 H -0.85920 -0.18876 1.67794
29 H -0.24606 -1.20717 0.35420
30 Cl 0.62702 -3.45797 -1.28549
31 C 0.54330 -2.50760 -2.81094
32 C 1.83903 -2.62816 -3.57482
33 Cl 3.24819 -2.00340 -2.67288
34 H 0.33624 -1.47993 -2.53223
35 H -0.26423 -2.94942 -3.38796
36 H 1.76192 -2.08197 -4.51799
37 H 2.06713 -3.63830 -3.91137
38 Cl 0.88735 3.04996 2.84277
39 C 0.09897 4.58444 3.26992
40 C -1.26213 4.72031 2.59003
41 Cl -2.27808 3.23783 2.67503
42 H 0.72432 5.38485 2.87831
43 H 0.06195 4.67190 4.35130
44 H -1.08781 4.88609 1.52861
45 H -1.82302 5.57279 2.96211
46 Cl -2.66082 -1.15734 -4.16959
47 C -4.37091 -1.26772 -3.72291
48 C -4.50166 -0.89545 -2.24830
49 Cl -6.21906 -0.77539 -1.83283
50 H -4.69568 -2.28305 -3.93439
51 H -4.97076 -0.57993 -4.31414
52 H -4.11368 0.11299 -2.13549
53 H -3.96141 -1.60086 -1.62713
54 Cl 6.29728 0.07041 0.63014
55 C 5.05492 -0.08410 -0.65150
56 C 5.53851 0.49339 -1.97643
57 Cl 5.88904 2.23250 -1.81422
58 H 4.17329 0.46863 -0.34081
59 H 4.90712 -1.15566 -0.72197
60 H 4.75915 0.33200 -2.71613
61 H 6.46166 -0.00494 -2.26246
62 Cl 1.27756 4.80020 -0.47437
63 C 2.77305 4.38734 -1.34771
64 C 2.49731 3.83383 -2.74159
65 Cl 1.63524 5.01257 -3.75695
66 H 3.33734 3.66369 -0.76367
67 H 3.36261 5.30137 -1.38009
68 H 1.83538 2.97911 -2.66113
69 H 3.47321 3.59793 -3.15906

Forces on the atoms, in the same order (eV/Å):
Cl -0.0144 -0.2669 0.1087
C -0.3464 1.1349 0.0005
Cl 0.1913 -0.4305 0.1277
Cl 0.2329 -0.1291 -0.0221
H 0.0200 -0.3758 -0.2244
Cl -0.1709 -0.1327 0.2657
C 0.0675 -0.0266 -0.7941
C 0.1771 0.7885 -0.4688
Cl -0.3616 -0.0451 0.5217
H 0.1141 -0.1592 0.1454
H -0.0541 0.0539 0.2952
H 0.1965 -0.4968 -0.0059
H 0.0808 -0.0233 0.1018
Cl -0.4842 0.0786 -0.1097
C -0.2193 0.2282 1.0682
C -0.0962 -0.7083 -0.5899
Cl -0.0202 0.1106 0.1161
H 0.3170 0.2658 -0.4534
H 0.2289 -0.2520 0.1483
H 0.0436 0.1658 -0.1949
H 0.1067 0.2762 0.0538
Cl -0.0255 0.0812 -0.2875
C 0.3564 0.2963 0.0095
C 0.3936 0.1841 0.7164
Cl -0.3698 0.0191 -0.3244
H -0.1424 -0.0857 -0.2005
H -0.0817 -0.3822 0.1103
H -0.1718 -0.1074 -0.0811
H 0.1921 0.0648 0.0398
Cl -0.1488 0.0905 -0.0718
C 0.4314 -0.4319 0.2211
C -0.0030 -0.0315 -0.7724
Cl -0.1975 -0.1166 -0.1776
H -0.1117 0.0093 -0.0368
H -0.0683 0.1802 -0.0633
H -0.0123 0.3826 0.2558
H -0.0380 -0.1723 0.5435
Cl 0.2018 0.1169 0.2046
C -0.4008 0.1882 -0.1745
C 0.3524 -0.3334 -0.5023
Cl 0.0488 0.3982 0.2233
H 0.0762 -0.0039 0.0502
H -0.1159 -0.2031 0.0341
H -0.0704 -0.0602 -0.0273
H -0.0476 -0.1089 0.2656
Cl 0.2977 0.0803 -0.2327
C -0.4870 -0.0563 0.4646
C 0.1509 0.2638 -0.9669
Cl -0.2170 -0.3436 0.2172
H -0.0392 -0.0063 0.1199
H 0.2399 0.0355 -0.1707
H 0.2065 -0.0940 0.1974
H -0.2142 0.0209 0.2435
Cl -0.0162 0.1109 0.0204
C 0.5164 0.4794 -0.1441
C 0.1479 -0.5807 0.7106
Cl -0.1223 0.0611 -0.2000
H -0.1338 -0.3388 0.2060
H -0.4191 0.0475 -0.1673
H 0.0776 0.2026 -0.1404
H -0.0128 0.1190 -0.2187
Cl -0.1447 -0.1128 0.1411
C 0.1585 0.1679 -0.2881
C -0.0607 0.3561 0.9679
Cl 0.1862 0.0954 -0.1901
H -0.1767 -0.1658 0.0256
H -0.0403 0.0084 -0.1714
H 0.2196 -0.2394 -0.1111
H -0.1739 -0.1414 -0.3574

(5)
# C3H13N2

2 unconnected molecules or ions with the total composition C3H13N2 (ωB97M-V/def2-TZVPD, the Open Molecules 2025 dataset).

Net charge ... +1
Spin multiplicity ... 1
Highest occupied orbital energy ... -14.35 eV
Relative energy (zero: lowest compared OMol25 entry of this formula, charge and spin) ... 24.7 kcal per mole
Strongest force on any atom ... 0.0264 hartree/bohr
Lowest unoccupied orbital energy ... -3.143 eV

Positions of all 18 atoms, in Å:
1 C -2.18405 -0.17763 -0.51630
2 N -1.20283 -1.17483 -0.08625
3 H -3.21262 -0.50288 -0.39094
4 H -2.10668 0.75730 0.03267
5 H -2.02454 0.09121 -1.55693
6 H -0.88809 -1.77957 -0.83973
7 H -1.56760 -1.82740 0.60648
8 H -0.30853 -0.61537 0.33798
9 C 1.92407 -0.48986 0.64222
10 N 0.76355 0.42731 0.63697
11 C 0.85073 1.45670 -0.42484
12 H 1.93041 -1.03540 -0.29856
13 H 2.87725 0.00614 0.83577
14 H 1.80580 -1.15626 1.49951
15 H 0.73262 0.88692 1.53100
16 H 0.85212 0.93819 -1.37930
17 H 1.74997 2.05559 -0.28023
18 H 0.00841 2.13983 -0.34954

Forces on the atoms, in the same order (eV/Å):
C -0.9210 0.8426 -0.5344
N 0.4816 -0.7773 0.4345
H 0.0818 -0.3406 -0.0811
H 0.3810 -0.1806 0.3705
H 0.0456 -0.2229 -0.0691
H -0.0619 0.1338 -0.2741
H -0.1158 0.2600 0.1693
H -0.2306 0.5240 -0.0893
C -0.1089 0.2514 0.7124
N 0.2791 -0.2931 -0.3142
C 0.0974 -0.1785 0.7095
H 0.2597 -0.1095 0.0394
H -0.0060 0.1854 -0.4695
H -0.1075 -0.2902 -0.2820
H -0.1709 0.1574 0.3569
H 0.0982 0.2304 -0.2143
H 0.1498 -0.0805 -0.3514
H -0.1515 -0.1120 -0.1131